1.
Below is a structure of composition C14H18Cl3N2O4Pb, with properties calculated with ωB97M-V with the def2-TZVPD basis set.

Last column: Löwdin charge in e.
Geometry (Å):
Pb 0.20 -0.65 -1.64  1.65
C -2.02 -0.28 3.61  0.01
N -1.72 -1.03 2.37  -0.12
C -2.59 -2.12 2.05  -0.01
C -0.81 -0.64 1.45  -0.36
O -0.52 -1.39 0.47  -0.17
C -0.13 0.71 1.61  -0.07
O -0.02 1.19 0.25  -0.29
C -0.20 2.64 -0.04  0.00
C -1.01 2.63 -1.37  -0.40
O -0.71 1.74 -2.20  -0.15
N -1.86 3.64 -1.63  -0.12
C -2.25 4.71 -0.70  -0.01
C -2.55 3.60 -2.92  0.00
H -2.12 -0.98 4.42  0.11
H -3.07 0.12 3.53  0.14
H -1.29 0.50 3.81  0.09
H -3.09 -1.90 1.08  0.12
H -3.35 -2.16 2.82  0.11
H -2.02 -3.06 1.88  0.12
H 0.84 0.47 2.03  0.15
H -0.59 1.45 2.28  0.14
H 0.80 3.04 -0.20  0.15
H -0.69 3.14 0.80  0.12
H -1.45 5.50 -0.72  0.13
H -2.30 4.39 0.34  0.08
H -3.21 5.17 -0.96  0.11
H -2.02 2.89 -3.56  0.09
H -2.55 4.63 -3.36  0.13
H -3.59 3.26 -2.75  0.12
Cl 6.84 -4.18 -0.73  0.97
C 5.16 -3.76 -0.87  -0.49
C 4.81 -2.41 -0.93  -0.02
C 3.48 -2.08 -1.07  -0.43
Cl 2.97 -0.39 -1.11  0.80
C 2.46 -3.07 -1.26  -0.29
O 1.20 -2.79 -1.43  -0.11
C 2.90 -4.45 -1.19  -0.46
Cl 1.80 -5.79 -1.29  0.93
C 4.21 -4.80 -1.00  -0.07
H 5.55 -1.62 -0.85  0.16
H 4.51 -5.86 -1.01  0.16

## Properties
frontier orbital gap (alpha / beta)	3.2 / 3.2	eV
HOMO energy (alpha / beta)	-0.6350 / -0.6350	Ha
net charge	+3

***

2.
Below is a structure of composition C14H18F9IrN6OS, with properties calculated with ωB97M-V with the def2-TZVPD basis set.

Last column: Löwdin charge in e.
Geometry (Å):
Ir -0.33 0.58 0.70  1.32
C -0.59 -3.34 2.44  0.04
C -0.31 -1.89 2.35  -0.21
N -1.21 -1.04 1.97  -0.07
N -2.47 -1.37 1.83  0.07
C -3.28 -0.60 1.19  -0.73
N -4.57 -0.89 1.13  0.17
S -2.68 0.82 0.36  0.81
C 0.97 -1.28 2.64  -0.21
C 1.99 -1.91 3.32  0.07
C 3.16 -1.21 3.60  0.04
C 3.27 0.11 3.21  0.02
C 2.21 0.68 2.52  -0.08
N 1.10 0.00 2.24  -0.03
H -1.29 -3.63 1.65  0.11
H -1.09 -3.57 3.39  0.13
H 0.31 -3.94 2.38  0.10
H -4.93 -1.71 1.61  0.15
H -5.23 -0.32 0.63  0.13
H 1.89 -2.94 3.63  0.14
H 3.98 -1.70 4.12  0.14
H 4.15 0.70 3.44  0.14
H 2.25 1.72 2.23  0.12
F 1.85 0.51 -0.94  0.05
C 1.85 -0.66 -1.68  -0.53
F 2.14 -0.30 -2.91  0.21
F 2.81 -1.40 -1.18  0.23
C 0.43 -1.33 -1.54  -0.22
O -0.11 -1.16 -0.28  -0.21
C 0.55 -2.87 -1.80  -0.57
F 1.27 -3.10 -2.88  0.23
F 1.12 -3.44 -0.74  0.20
F -0.66 -3.38 -1.95  0.21
C -0.53 -0.68 -2.60  -0.54
F -1.79 -0.95 -2.31  0.19
F -0.41 0.70 -2.48  0.06
F -0.27 -0.98 -3.84  0.24
N -0.28 3.62 -3.55  0.22
C -0.49 4.23 -2.19  -0.09
C -1.04 3.22 -1.16  -0.23
N -0.02 2.64 -0.24  -0.07
H 0.08 4.32 -4.21  0.19
H -1.16 3.27 -3.94  0.18
H 0.39 2.84 -3.54  0.16
H -1.20 5.04 -2.32  0.15
H 0.45 4.66 -1.86  0.15
H -1.52 2.40 -1.70  0.07
H -1.80 3.70 -0.56  0.13
H 0.17 3.31 0.51  0.12
H 0.86 2.48 -0.72  0.08

## Properties
multiplicity	2
⟨S²⟩	0.77
frontier orbital gap (alpha / beta)	6.1 / 5.2	eV
HOMO energy (alpha / beta)	-0.6523 / -0.6418	Ha
net charge	+3

***

3.
Below is a structure of composition C14H18IN3V, with properties calculated with ωB97M-V with the def2-TZVPD basis set.

Last column: Löwdin charge in e.
Geometry (Å):
C 2.86 1.16 1.06  -0.34
C 2.67 -0.33 -1.82  -0.20
H 3.22 1.96 0.39  -0.02
H 3.61 0.35 1.13  0.00
H 1.83 1.21 1.57  -0.05
H 1.88 -1.16 -1.72  0.05
H 2.65 0.72 -2.29  0.04
H 3.65 -0.52 -1.35  0.03
V 1.70 0.32 -0.25  0.29
C 1.97 -1.46 0.96  -0.18
H 1.89 -2.33 0.30  0.00
H 1.16 -1.56 1.70  0.00
H 2.92 -1.57 1.51  0.01
I 0.62 2.73 -0.26  0.44
C -2.65 0.40 4.00  -0.08
C -3.27 -0.17 2.89  -0.07
C -2.53 -0.38 1.69  0.01
C -1.15 0.02 1.64  -0.27
C -0.56 0.53 2.78  -0.04
C -1.29 0.75 3.95  -0.06
N -0.45 -0.14 0.42  -0.05
N -1.19 -0.83 -0.43  0.11
C -0.98 -0.60 -1.77  -0.31
C -1.96 -0.76 -2.75  -0.01
C -1.73 -0.29 -4.02  -0.05
C -0.51 0.35 -4.28  -0.04
C 0.46 0.42 -3.30  -0.14
N 0.23 -0.08 -2.07  -0.04
H -3.22 0.57 4.93  0.11
H -4.32 -0.47 2.92  0.11
H -2.99 -0.84 0.84  0.09
H 0.51 0.76 2.74  0.09
H -0.80 1.20 4.80  0.11
H -2.90 -1.24 -2.41  0.13
H -2.46 -0.39 -4.82  0.12
H -0.27 0.79 -5.24  0.11
H 1.42 0.88 -3.45  0.09

## Properties
multiplicity	4
⟨S²⟩	3.82
frontier orbital gap (alpha / beta)	7.9 / 4.8	eV
HOMO energy (alpha / beta)	-0.2860 / -0.3016	Ha

***

4.
Below is a structure of composition C14H18N2O2Pb, with properties calculated with ωB97M-V with the def2-TZVPD basis set.

Last column: Löwdin charge in e.
Geometry (Å):
C -3.20 -1.25 1.76  -0.21
C -3.19 2.22 -1.25  -0.22
H -2.76 -2.17 1.37  -0.02
H -4.28 -1.36 1.69  -0.02
H -2.93 -1.02 2.80  0.03
H -2.70 2.06 -2.20  0.00
H -4.30 2.10 -1.29  -0.02
H -2.96 3.18 -0.80  -0.01
C -0.09 -2.85 0.13  -0.14
C 0.92 -3.79 0.40  -0.06
C 2.24 -3.45 0.08  -0.06
C 2.50 -2.19 -0.46  0.00
H -1.12 -3.07 0.39  0.08
H 0.65 -4.74 0.85  0.10
H 3.07 -4.14 0.26  0.10
H 3.51 -1.84 -0.70  0.09
N 0.14 -1.67 -0.44  0.11
C 1.40 -1.32 -0.70  -0.22
C 1.60 0.06 -1.21  -0.22
N 0.50 0.84 -1.25  0.11
C 0.65 2.13 -1.58  -0.14
C 3.01 1.88 -2.00  -0.07
C 1.89 2.70 -1.95  -0.06
H -0.25 2.73 -1.52  0.08
H 1.93 3.76 -2.21  0.10
C 2.87 0.53 -1.64  0.00
H 3.70 -0.19 -1.68  0.10
H 3.99 2.25 -2.31  0.11
Pb -2.76 0.47 0.31  1.53
C -1.59 2.25 1.28  -0.26
H -1.49 3.05 0.53  -0.03
H -0.60 1.93 1.64  -0.02
H -2.22 2.59 2.13  -0.01
O 1.11 0.40 1.67  -0.10
C 0.47 -0.41 2.39  -0.56
O -0.68 -0.90 2.19  -0.20
H 0.97 -0.74 3.33  0.11

## Properties
frontier orbital gap	6.0	eV
HOMO energy	-0.2809	Ha

***

5.
Below is the molecule C14H18N2O3S, with properties calculated with ωB97M-V with the def2-TZVPD basis set.

Last column: Löwdin charge in e.
Geometry (Å):
O 0.14 2.67 0.05  0.06
C -1.00 2.22 0.04  -0.46
O -2.06 3.05 0.07  0.11
C -1.32 0.81 0.01  -0.12
C -0.29 -0.13 0.03  -0.43
N 1.04 0.17 0.05  0.13
C 1.99 -0.83 0.08  -0.52
O 1.67 -2.01 0.08  -0.02
N 3.27 -0.40 0.13  -0.04
C 3.72 0.97 0.05  -0.15
C 5.25 0.86 0.17  -0.16
C 5.54 -0.52 -0.43  -0.16
C 4.37 -1.35 0.08  -0.14
S -0.86 -1.75 0.02  1.19
C -2.51 -1.17 -0.01  -0.46
C -2.60 0.18 -0.02  -0.21
C -3.92 0.89 -0.04  -0.14
C -5.05 -0.07 -0.41  -0.19
C -4.94 -1.37 0.39  -0.20
C -3.67 -2.11 -0.02  -0.21
H -1.73 3.97 0.10  0.13
H 1.23 1.17 0.05  0.11
H 3.30 1.58 0.85  0.13
H 3.44 1.42 -0.91  0.13
H 5.76 1.66 -0.35  0.11
H 5.54 0.87 1.22  0.11
H 6.50 -0.92 -0.12  0.11
H 5.51 -0.47 -1.52  0.11
H 4.11 -2.19 -0.56  0.12
H 4.57 -1.73 1.09  0.13
H -3.89 1.72 -0.74  0.11
H -4.11 1.32 0.95  0.13
H -6.01 0.40 -0.22  0.11
H -4.99 -0.30 -1.48  0.12
H -5.81 -2.00 0.21  0.11
H -4.90 -1.14 1.45  0.12
H -3.47 -2.95 0.66  0.11
H -3.79 -2.54 -1.02  0.12

## Properties
SMILES string	O=C(O)c1c(NC(=O)N2CCCC2)sc2c1CCCC2
frontier orbital gap	8.4	eV
HOMO energy	-0.2820	Ha

***

6.
Below is the molecule C14H18N2O5, with properties calculated with ωB97M-V with the def2-TZVPD basis set.

Last column: Löwdin charge in e.
Geometry (Å):
C 0.69 2.38 -2.16  -0.03
O 1.05 1.82 -0.91  -0.05
C 0.93 2.59 0.17  -0.49
O 0.48 3.71 0.17  0.10
C 1.49 1.91 1.42  -0.05
N 1.63 0.48 1.29  0.09
C 2.70 -0.06 0.68  -0.45
O 3.67 0.57 0.33  0.08
C 2.57 -1.58 0.49  -0.26
C 3.86 -2.18 -0.04  -0.04
N 1.47 -1.87 -0.41  0.14
C 0.19 -1.94 0.00  -0.58
O -0.16 -1.80 1.16  0.09
O -0.65 -2.18 -1.03  0.01
C -2.03 -2.25 -0.69  -0.12
C -2.60 -0.94 -0.21  -0.20
C -3.81 -0.94 0.49  -0.04
C -4.36 0.25 0.93  -0.08
C -3.70 1.45 0.71  -0.08
C -2.50 1.45 0.02  -0.06
C -1.96 0.26 -0.44  -0.03
H 0.50 3.45 -2.05  0.09
H 1.52 2.21 -2.85  0.10
H -0.21 1.89 -2.54  0.09
H 0.85 2.16 2.27  0.14
H 2.49 2.34 1.58  0.14
H 0.83 -0.10 1.51  0.12
H 2.30 -2.03 1.46  0.16
H 3.74 -3.25 -0.22  0.08
H 4.13 -1.69 -0.97  0.08
H 4.66 -2.02 0.67  0.09
H 1.66 -1.89 -1.40  0.16
H -2.52 -2.57 -1.61  0.14
H -2.17 -3.02 0.08  0.14
H -4.31 -1.88 0.68  0.11
H -5.29 0.23 1.47  0.10
H -4.13 2.37 1.06  0.10
H -1.99 2.39 -0.15  0.10
H -1.02 0.27 -0.97  0.10

## Properties
SMILES string	COC(=O)CNC(=O)[C@H](C)NC(=O)OCc1ccccc1
frontier orbital gap	9.9	eV
HOMO energy	-0.3404	Ha

***

7.
Below is the molecule C14H18N2O6, with properties calculated with ωB97M-V with the def2-TZVPD basis set.

Last column: Löwdin charge in e.
Geometry (Å):
N -0.24 -1.38 -0.81  0.07
C -0.31 -1.18 0.68  -0.23
C -1.42 -2.12 1.33  -0.10
C -2.79 -1.68 0.74  -0.10
C -3.16 -2.29 -0.57  -0.57
O -2.70 -3.29 -1.06  0.11
O -3.87 -1.32 -1.14  0.11
C 1.03 -1.41 1.41  -0.40
O 1.07 -1.89 2.53  0.08
N 2.14 -0.81 0.86  0.13
C 2.55 -0.44 -0.43  -0.29
C 2.16 0.90 -1.01  -0.05
C 0.86 1.76 -0.49  -0.20
C 0.88 2.62 0.62  -0.03
C -0.22 3.38 1.01  -0.01
C -1.36 3.26 0.29  -0.41
O -2.43 3.86 0.81  0.06
C -1.39 2.46 -0.81  -0.03
C -0.29 1.69 -1.22  -0.08
C 4.02 -0.72 -0.63  -0.52
O 4.68 -0.22 -1.51  0.11
O 4.56 -1.29 0.42  0.14
H -0.17 -2.30 -1.18  0.08
H -1.13 -1.07 -1.22  0.06
H -0.66 -0.11 0.84  0.15
H -1.34 -1.85 2.38  0.11
H -1.09 -3.11 1.09  0.11
H -3.56 -2.11 1.36  0.13
H -2.99 -0.63 0.57  0.12
H -4.19 -1.67 -1.96  0.12
H 2.74 -0.55 1.56  0.11
H 2.13 -1.16 -1.16  0.15
H 3.05 1.63 -1.06  0.13
H 2.23 0.50 -2.10  0.14
H 1.84 2.85 1.00  0.10
H -0.32 4.03 1.89  0.13
H -2.99 4.17 0.07  0.13
H -2.34 2.23 -1.30  0.12
H -0.44 0.77 -1.97  0.15
H 5.50 -1.48 0.15  0.16

## Properties
SMILES string	N[C@@H](CCC(=O)O)C(=O)N[C@@H](Cc1ccc(O)cc1)C(=O)O
frontier orbital gap	9.3	eV
HOMO energy	-0.3270	Ha

***

8.
Below is a cluster of 2 separate species, C14H19Br2ClO2 in total, with properties calculated with ωB97M-V with the def2-TZVPD basis set.

Last column: Löwdin charge in e.
Geometry (Å):
C -2.31 -1.06 2.24  -0.11
C -1.51 -1.55 3.43  -0.27
C -0.83 -0.44 4.25  -0.21
C -0.01 0.58 3.47  -0.21
C 1.46 0.22 3.29  -0.19
C 1.70 -0.84 2.21  -0.11
C 2.01 -0.33 0.81  -0.11
C 2.45 -1.18 -0.13  0.05
C 2.71 -0.74 -1.51  -0.39
O 3.55 -1.24 -2.23  0.10
C 1.86 0.42 -1.94  -0.58
Cl 1.53 0.59 -3.61  0.75
C 1.43 1.29 -1.03  0.00
C 1.82 1.09 0.40  -0.31
O 2.01 2.06 1.11  0.12
H -3.07 -0.37 2.58  0.08
H -1.69 -0.57 1.49  0.06
H -2.80 -1.89 1.75  0.07
H -2.20 -2.08 4.08  0.10
H -0.76 -2.29 3.14  0.09
H -1.62 0.08 4.78  0.11
H -0.22 -0.92 5.01  0.11
H -0.02 1.50 4.05  0.11
H -0.46 0.84 2.52  0.10
H 1.80 -0.20 4.23  0.11
H 2.04 1.11 3.13  0.10
H 2.52 -1.49 2.50  0.12
H 0.81 -1.45 2.12  0.10
H 2.63 -2.21 0.12  0.13
H 0.84 2.15 -1.30  0.12
Br -2.51 2.14 -4.46  0.60
C -1.53 1.04 -5.73  -0.72
C -2.09 1.17 -7.13  -0.70
Br -3.76 0.21 -7.33  0.60
H -1.57 0.02 -5.36  0.05
H -0.51 1.40 -5.70  0.03
H -1.41 0.73 -7.85  0.06
H -2.29 2.20 -7.40  0.05

## Properties
SMILES string	CCCCCCC1=CC(=O)C(Cl)=CC1=O.BrCCBr
frontier orbital gap	8.7	eV
HOMO energy	-0.3723	Ha

***

9.
Below is a cluster of 2 separate species, C14H19BrF5N3OS in total, with properties calculated with ωB97M-V with the def2-TZVPD basis set.

Last column: Löwdin charge in e.
Geometry (Å):
C -1.35 3.87 -1.73  -0.14
C -2.54 4.39 -0.87  -0.51
S -2.43 3.99 0.90  0.82
C -2.58 2.19 0.97  -0.51
N -1.27 1.40 0.81  -0.41
Br 0.22 2.39 1.40  0.89
C -1.35 0.20 1.46  -0.44
N -0.48 -0.20 2.35  0.19
N -2.45 -0.67 1.22  0.17
C -2.33 -1.37 -0.04  -0.49
F -2.83 -0.63 -1.07  0.10
F -3.18 -2.45 0.06  0.10
C -0.95 -1.91 -0.35  -0.13
C -0.22 -2.63 0.58  -0.03
C 1.05 -3.09 0.35  -0.03
C 1.61 -2.85 -0.89  0.00
C 0.88 -2.17 -1.84  -0.10
C 1.55 -1.96 -3.19  -0.57
F 2.62 -1.15 -3.06  0.15
F 0.69 -1.36 -4.04  0.12
F 1.95 -3.12 -3.73  0.15
C -0.39 -1.68 -1.59  0.05
H -0.60 4.65 -1.90  0.07
H -0.85 3.02 -1.27  0.02
H -1.77 3.50 -2.68  0.07
H -3.48 3.95 -1.24  0.07
H -2.60 5.48 -1.00  0.07
H -3.12 1.95 1.89  0.08
H -3.20 1.93 0.10  0.08
H 0.55 -0.21 2.17  0.04
H -0.79 -0.60 3.23  0.15
H -3.34 -0.17 1.22  0.14
H -0.69 -2.80 1.55  0.13
H 1.56 -3.61 1.15  0.12
H 2.61 -3.23 -1.08  0.13
H -0.91 -1.13 -2.37  0.13
C 4.08 -0.58 0.87  -0.13
C 3.50 -0.40 2.28  -0.52
O 2.18 -0.71 2.29  -0.36
H 3.59 0.07 0.14  0.05
H 5.15 -0.33 0.86  0.06
H 3.98 -1.62 0.53  0.04
H 3.77 0.64 2.57  0.08
H 4.15 -1.00 2.95  0.08

## Properties
frontier orbital gap	5.4	eV
HOMO energy	-0.2432	Ha

***

10.
Below is a structure of composition C14H19BrFeO, with properties calculated with ωB97M-V with the def2-TZVPD basis set.

Last column: Löwdin charge in e.
Geometry (Å):
C 2.60 -0.01 -1.36  -0.22
C 2.68 -1.34 -0.83  -0.20
C 1.62 -2.10 -1.37  -0.19
H 3.48 -1.75 -0.29  0.07
C 0.83 -1.26 -2.23  -0.21
C 1.42 0.06 -2.27  -0.23
H 1.22 0.82 -3.03  0.08
H 3.38 0.76 -1.30  0.08
H 1.42 -3.16 -1.20  0.08
H -0.05 -1.59 -2.77  0.07
Fe 0.64 0.16 -0.17  0.38
Br -0.37 1.77 1.07  0.42
C -1.24 4.18 0.31  -0.39
C -0.92 4.42 -1.03  -0.26
C 0.49 4.69 -1.12  -0.24
H -1.61 4.40 -1.87  0.05
C 1.04 4.63 0.18  -0.26
C 0.00 4.27 1.09  -0.44
H 0.10 4.25 2.18  0.04
H -2.23 3.99 0.70  0.04
H 1.04 4.91 -2.04  0.04
H 2.08 4.83 0.46  0.05
C -1.85 -2.42 -0.08  -0.07
C -0.88 -2.39 1.10  -0.74
C -1.58 -1.80 2.31  -0.08
C -0.55 -3.85 1.45  -0.07
O 0.21 -1.56 0.73  -0.37
H -2.77 -2.94 0.21  0.06
H -1.40 -2.91 -0.95  0.07
H -2.10 -1.40 -0.39  0.08
H -2.50 -2.34 2.52  0.06
H -0.90 -1.84 3.17  0.08
H -1.79 -0.74 2.12  0.04
H -0.07 -4.43 0.66  0.06
H 0.06 -3.94 2.35  0.07
H -1.50 -4.35 1.70  0.06

## Properties
multiplicity	5
⟨S²⟩	6.02
frontier orbital gap (alpha / beta)	4.1 / 4.2	eV
HOMO energy (alpha / beta)	0.0411 / 0.0376	Ha
net charge	-2

***

11.
Below is a structure of composition C14H19BrHoO, with properties calculated with ωB97M-V with the def2-TZVPD basis set.

Last column: Löwdin charge in e.
Geometry (Å):
C 2.39 1.01 2.18  -0.21
C 1.10 0.77 2.75  -0.27
C 0.75 -0.60 2.47  -0.26
H 0.47 1.51 3.21  0.07
C 1.81 -1.17 1.72  -0.20
C 2.82 -0.19 1.54  -0.20
H 3.75 -0.31 0.99  0.10
H 2.91 1.94 2.23  0.09
H -0.22 -1.04 2.68  0.09
H 1.82 -2.19 1.29  0.10
Ho 0.52 0.65 0.40  1.17
Br -1.94 1.63 1.31  -0.03
C 0.57 1.63 -1.96  -0.23
C 1.92 1.21 -1.83  -0.19
C 2.54 2.01 -0.83  -0.21
H 2.39 0.37 -2.36  0.10
C 1.58 2.90 -0.31  -0.23
C 0.36 2.69 -1.02  -0.28
H -0.60 3.18 -0.80  0.07
H -0.20 1.17 -2.56  0.09
H 3.58 1.93 -0.50  0.09
H 1.71 3.61 0.50  0.10
C -2.88 -0.54 -1.48  -0.06
C -1.91 -1.41 -0.69  -0.72
C -2.55 -1.95 0.59  -0.06
C -1.29 -2.53 -1.55  -0.07
O -0.66 -0.80 -0.45  -0.44
H -3.68 -1.19 -1.88  0.08
H -2.34 -0.07 -2.31  0.07
H -3.29 0.27 -0.87  0.03
H -3.34 -2.66 0.31  0.08
H -1.78 -2.46 1.17  0.07
H -2.95 -1.14 1.21  0.04
H -0.76 -2.01 -2.34  0.08
H -0.53 -2.99 -0.93  0.08
H -2.06 -3.20 -1.90  0.06

## Properties
multiplicity	5
⟨S²⟩	6.00
frontier orbital gap (alpha / beta)	7.6 / 7.7	eV
HOMO energy (alpha / beta)	-0.1661 / -0.1712	Ha
net charge	-1

***

12.
Below is a structure of composition C14H19ClDy, with properties calculated with ωB97M-V with the def2-TZVPD basis set.

Last column: Löwdin charge in e.
Geometry (Å):
C 2.01 -1.89 0.91  -0.28
C 1.99 -2.51 -0.38  -0.23
C 0.63 -2.58 -0.82  -0.25
H 2.85 -2.93 -0.87  0.09
C -0.20 -2.10 0.23  -0.25
C 0.65 -1.65 1.30  -0.23
H 0.36 -1.19 2.24  0.07
H 2.87 -1.65 1.53  0.08
H 0.29 -3.03 -1.74  0.09
H -1.29 -1.99 0.17  0.08
Dy 1.02 0.00 -0.74  1.26
Cl 3.31 0.60 -0.13  -0.06
C 1.18 1.88 -2.44  -0.29
C -0.06 1.22 -2.77  -0.27
C 0.26 0.01 -3.47  -0.21
H -1.05 1.66 -2.68  0.09
C 1.68 -0.08 -3.57  -0.19
C 2.25 1.06 -2.94  -0.28
H 3.30 1.34 -2.95  0.08
H 1.28 2.88 -2.02  0.10
H -0.45 -0.62 -4.01  0.09
H 2.23 -0.81 -4.17  0.09
C -2.89 1.84 2.17  -0.13
C -1.51 1.20 2.23  -0.54
C -1.54 0.11 3.33  -0.11
C -1.05 0.66 0.90  -0.26
H -3.67 1.14 1.87  0.07
H -2.92 2.71 1.51  0.06
H -3.18 2.21 3.15  0.05
H -0.79 1.97 2.52  0.11
H -1.87 -0.86 2.92  0.08
H -0.57 0.00 3.82  0.07
H -2.27 0.39 4.10  0.06
H -1.33 1.29 0.05  -0.01
H -1.55 -0.29 0.75  -0.02

## Properties
multiplicity	6
⟨S²⟩	9.35
frontier orbital gap (alpha / beta)	6.4 / 6.3	eV
HOMO energy (alpha / beta)	-0.1215 / -0.1208	Ha
net charge	-1